106
Properties=species:S:1:pos:R:3 method="wB97M-V/def2-TZVPD" orbital_gap_ev=4.86 largest_force_ha_per_bohr=0.2043 homo_ev=-5.2 lumo_energy_ev=-0.38 energy_ha=-7481.5533 charge=-2
Li 3.195 1.450 -3.513
Li 1.149 4.340 -1.903
N 3.638 4.756 -4.289
S 3.204 5.457 -5.783
O 4.011 5.362 -7.016
O 2.281 6.534 -5.558
F 2.004 4.342 -6.067
S 5.065 5.103 -4.548
O 5.426 6.516 -4.876
O 5.849 4.080 -5.110
F 5.563 4.926 -2.982
N 0.181 7.126 0.054
S 1.458 8.039 0.796
O 2.302 7.358 1.795
O 1.188 9.455 1.108
F 2.281 8.127 -0.572
S -0.626 7.147 1.325
O -1.507 8.274 1.487
O -0.226 6.542 2.562
F -1.645 5.999 0.750
N 0.401 1.072 -1.384
S 0.519 0.585 0.309
O -0.474 -0.274 1.005
O 1.231 1.673 1.014
F 1.794 -0.369 0.068
S -0.919 0.231 -1.535
O -2.142 0.777 -0.970
O -0.803 -1.232 -1.671
F -1.107 0.638 -3.070
N -5.857 -6.822 -2.322
S -5.208 -6.048 -0.908
O -5.476 -4.625 -0.725
O -3.991 -6.610 -0.309
F -6.396 -6.698 0.052
S -4.800 -6.185 -3.233
O -3.607 -6.960 -3.228
O -4.704 -4.738 -3.464
F -5.479 -6.576 -4.601
C 3.685 -5.241 -0.709
C 2.875 -6.045 0.314
O 3.406 -7.364 0.161
C 4.139 -7.418 -0.926
O 4.583 -8.453 -1.397
O 4.282 -6.219 -1.525
H 4.400 -4.693 -0.097
H 3.064 -4.526 -1.249
H 1.810 -6.035 0.082
H 3.044 -5.486 1.234
C 6.239 5.325 5.810
C 6.246 4.012 5.075
O 7.459 3.367 5.529
C 7.820 3.855 6.617
O 8.659 3.268 7.347
O 7.218 5.040 6.777
H 5.275 5.328 6.318
H 6.343 6.225 5.204
H 6.070 4.334 4.049
H 5.488 3.336 5.469
C -8.089 5.550 6.828
O -7.250 4.453 6.700
C -6.433 4.333 5.524
O -6.363 5.073 4.599
O -5.626 3.240 5.748
C -4.593 2.799 4.827
H -7.564 6.505 6.834
H -8.622 5.493 7.777
H -8.775 5.549 5.980
H -4.116 3.662 4.363
H -5.087 2.151 4.103
H -3.862 2.120 5.266
C -3.945 -2.363 -8.823
O -4.443 -3.650 -9.043
C -3.871 -4.547 -9.864
O -2.802 -4.411 -10.478
O -4.669 -5.590 -9.849
C -4.422 -6.748 -10.534
H -3.834 -1.794 -9.747
H -3.099 -2.453 -8.141
H -4.712 -1.884 -8.216
H -4.670 -6.457 -11.554
H -5.046 -7.586 -10.222
H -3.351 -6.941 -10.471
C 7.874 -0.372 0.224
O 8.407 -0.724 -1.020
C 7.810 -0.596 -2.228
O 6.605 -0.375 -2.362
O 8.649 -1.011 -3.182
C 7.992 -1.710 -4.223
H 8.656 -0.558 0.960
H 6.995 -0.944 0.520
H 7.551 0.653 0.404
H 7.169 -2.357 -3.920
H 8.791 -2.278 -4.700
H 7.590 -1.064 -5.004
C -7.431 -2.176 8.568
O -6.137 -2.223 8.028
C -5.842 -3.052 7.028
O -6.626 -3.565 6.212
O -4.534 -3.154 7.022
C -3.880 -3.848 5.980
H -7.979 -1.424 8.000
H -7.398 -1.944 9.633
H -7.850 -3.181 8.515
H -4.328 -4.806 5.720
H -2.859 -4.004 6.329
H -3.857 -3.178 5.120

69
Properties=species:S:1:pos:R:3 method="wB97M-V/def2-TZVPD" orbital_gap_ev="7.11 / 7.52" largest_force_ha_per_bohr=0.0194 homo_ev="-7.0 / -7.4" lumo_energy_ev="0.13 / 0.13" multiplicity=5 energy_ha=-3947.6182
Cr 0.242 1.174 -0.771
O 1.522 0.768 -2.185
C 2.783 0.444 -2.080
C 3.486 0.022 -3.233
C 4.802 -0.374 -3.176
C 5.506 -0.361 -1.962
C 4.851 0.073 -0.832
C 3.507 0.482 -0.856
C 2.928 0.912 0.409
N 1.707 1.217 0.586
N 1.329 1.590 1.903
C 0.061 1.887 1.888
O -0.696 1.869 0.830
C -0.578 2.252 3.193
C -1.871 2.750 3.202
C -2.501 3.058 4.408
C -1.832 2.867 5.610
C -0.527 2.382 5.602
C 0.098 2.076 4.399
H 2.949 0.021 -4.175
H 5.303 -0.699 -4.085
H 6.545 -0.669 -1.918
H 5.375 0.098 0.121
H 3.579 0.970 1.283
H -2.373 2.906 2.254
H -3.511 3.454 4.405
H -2.324 3.098 6.549
H 0.005 2.248 6.538
H 1.119 1.710 4.369
N -2.159 0.130 -0.767
N -2.987 0.436 -1.831
C -2.619 1.375 -2.698
N -3.472 1.545 -3.729
S -1.208 2.280 -2.581
H -2.005 -0.863 -0.651
H -2.492 0.530 0.095
H -3.736 -0.187 -2.072
H -4.412 1.188 -3.673
H -3.327 2.367 -4.287
S -0.990 -1.437 1.893
C -1.856 -1.025 3.238
N -1.424 -1.028 4.511
C -2.266 -0.372 5.512
C -3.689 -0.533 4.997
S -3.515 -0.455 3.190
H -0.437 -1.163 4.665
H -2.007 0.679 5.595
H -2.140 -0.849 6.479
H -4.346 0.264 5.341
H -4.107 -1.501 5.259
O -1.222 -0.325 -4.542
C 0.074 -0.744 -4.981
N 0.089 -2.147 -5.265
C 0.475 -3.179 -4.438
O 0.507 -4.332 -4.834
C 0.867 -2.830 -3.031
C 2.006 -3.399 -2.478
C 2.334 -3.087 -1.178
C 1.525 -2.195 -0.483
N 0.418 -1.652 -0.995
C 0.092 -2.006 -2.237
H -1.111 0.553 -4.143
H 0.813 -0.521 -4.220
H 0.333 -0.219 -5.896
H -0.260 -2.455 -6.158
H 2.621 -4.062 -3.077
H 3.220 -3.499 -0.707
H 1.764 -1.911 0.537
H -0.833 -1.593 -2.635